Version A
Density functional theory data (ωB97M-V with the def2-TZVPD basis set) for 2 unconnected molecules or ions with the total composition C2H6N2O.

The geometry in XYZ format:
```
11
Properties=species:S:1:pos:R:3:lowdin_charge:R:1
C 1.973 -0.927 0.420 -0.162
N 2.399 0.252 0.444 -0.009
H 2.184 -1.283 -0.683 0.109
H 1.364 -1.224 1.245 0.046
H 2.441 0.621 1.381 0.023
C -2.071 0.404 -1.027 -0.459
N -1.341 0.494 0.077 0.101
O -1.754 -0.419 -1.839 0.007
H -2.844 1.219 -1.272 0.145
H -1.446 1.225 0.733 0.074
H -0.905 -0.363 0.522 0.126
```

Results
Net charge: 0

---

Version B
Density functional theory data (ωB97M-V with the def2-TZVPD basis set) for C2H6N2O in the gas phase.

The geometry in XYZ format:
```
11
Properties=species:S:1:pos:R:3:lowdin_charge:R:1
O -0.877 -1.838 -0.113 0.014
C -1.334 -0.723 -0.007 -0.375
N -0.628 0.435 -0.143 0.020
C 0.801 0.469 -0.461 -0.281
N 1.622 1.116 0.534 0.009
H -2.399 -0.536 0.158 0.122
H -1.072 1.325 0.003 0.123
H 0.931 0.926 -1.437 0.114
H 1.138 -0.564 -0.561 0.116
H 1.445 2.117 0.600 0.066
H 1.448 0.666 1.423 0.072
```

Results
Net charge: 0

---

Computed stability ranking, most favorable first: version B, version A

---

Version A
Density functional theory data (ωB97M-V with the def2-TZVPD basis set) for 8 unconnected molecules or ions with the total composition C48H120N8O16.

The geometry in XYZ format:
```
192
Properties=species:S:1:pos:R:3:lowdin_charge:R:1
C -3.387 -14.652 24.954 -0.114
O -2.215 -14.013 24.518 -0.201
C -1.466 -13.362 25.506 -0.237
C -0.531 -12.323 24.852 -0.187
N 0.795 -12.287 25.414 -0.082
C 1.685 -11.248 25.025 -0.223
C 3.092 -11.506 25.556 -0.235
O 3.914 -10.356 25.368 -0.182
C 5.266 -10.689 25.598 -0.129
H -3.217 -15.154 25.917 0.086
H -3.765 -15.340 24.207 0.085
H -4.088 -13.863 25.261 0.088
H -0.877 -14.136 26.030 0.121
H -2.126 -12.940 26.274 0.119
H -1.094 -11.420 25.105 0.117
H -0.563 -12.626 23.804 0.121
H 0.999 -12.971 26.117 0.108
H 1.370 -10.229 25.278 0.122
H 1.857 -11.240 23.941 0.123
H 3.464 -12.376 25.007 0.125
H 3.127 -11.697 26.634 0.123
H 5.358 -11.474 26.356 0.081
H 5.824 -9.812 25.919 0.085
H 5.796 -11.097 24.730 0.085
C -15.799 -19.042 12.641 -0.116
O -14.445 -19.232 12.271 -0.205
C -13.503 -19.001 13.313 -0.211
C -13.541 -20.188 14.271 -0.196
N -12.442 -20.186 15.219 -0.068
C -12.316 -19.278 16.325 -0.221
C -11.127 -19.626 17.221 -0.216
O -11.219 -20.983 17.663 -0.174
C -10.543 -21.101 18.899 -0.115
H -15.987 -17.974 12.786 0.087
H -16.114 -19.653 13.486 0.077
H -16.422 -19.293 11.782 0.085
H -13.635 -17.986 13.700 0.121
H -12.525 -18.976 12.825 0.122
H -13.663 -21.143 13.768 0.129
H -14.467 -20.110 14.865 0.103
H -12.125 -21.081 15.560 0.104
H -13.229 -19.204 16.939 0.110
H -12.111 -18.241 16.028 0.118
H -11.096 -18.817 17.955 0.119
H -10.199 -19.637 16.640 0.129
H -9.540 -20.656 18.932 0.077
H -10.341 -22.121 19.228 0.087
H -11.056 -20.613 19.732 0.069
C -13.282 -18.870 26.033 -0.132
O -14.673 -19.075 26.125 -0.182
C -14.944 -20.326 26.763 -0.200
C -16.475 -20.416 26.931 -0.188
N -16.864 -19.416 27.915 -0.066
C -18.208 -18.863 27.797 -0.203
C -18.307 -17.706 26.811 -0.227
O -17.382 -16.657 27.012 -0.177
C -17.721 -15.795 28.083 -0.113
H -13.042 -18.103 25.292 0.070
H -12.709 -19.735 25.688 0.082
H -12.845 -18.537 26.980 0.095
H -14.494 -20.344 27.761 0.133
H -14.525 -21.132 26.156 0.073
H -16.756 -21.430 27.218 0.116
H -16.903 -20.127 25.963 0.113
H -16.176 -18.674 27.871 0.089
H -18.485 -18.572 28.816 0.107
H -18.921 -19.658 27.574 0.122
H -19.330 -17.317 26.751 0.121
H -18.186 -18.118 25.806 0.117
H -18.540 -16.082 28.744 0.088
H -17.953 -14.790 27.717 0.089
H -16.859 -15.664 28.738 0.066
C -6.357 -14.183 22.097 -0.095
O -7.668 -14.444 21.627 -0.186
C -8.146 -15.730 21.902 -0.243
C -9.611 -15.854 21.515 -0.212
N -10.349 -16.876 22.217 -0.075
C -9.946 -18.257 22.071 -0.203
C -11.066 -19.177 22.512 -0.231
O -10.709 -20.516 22.191 -0.188
C -11.734 -21.408 22.527 -0.118
H -6.201 -13.110 22.002 0.089
H -5.659 -14.728 21.457 0.091
H -6.290 -14.446 23.157 0.078
H -8.103 -15.920 22.983 0.118
H -7.656 -16.568 21.388 0.107
H -9.795 -15.980 20.443 0.117
H -10.107 -14.900 21.721 0.120
H -10.649 -16.576 23.134 0.083
H -9.083 -18.448 22.720 0.124
H -9.830 -18.514 21.015 0.121
H -11.978 -18.828 22.008 0.123
H -11.333 -19.064 23.570 0.109
H -12.597 -21.181 21.881 0.082
H -12.111 -21.429 23.555 0.072
H -11.464 -22.442 22.300 0.085
C -6.424 -19.029 19.821 -0.122
O -5.334 -19.470 19.038 -0.162
C -5.692 -20.545 18.211 -0.241
C -4.460 -21.392 17.870 -0.207
N -4.756 -22.231 16.722 -0.088
C -3.586 -22.793 16.088 -0.219
C -3.955 -23.690 14.895 -0.231
O -3.873 -25.035 15.314 -0.211
C -4.160 -26.012 14.319 -0.097
H -6.225 -18.450 20.722 0.074
H -7.108 -19.833 20.103 0.075
H -7.046 -18.350 19.220 0.086
H -5.991 -20.157 17.228 0.124
H -6.486 -21.234 18.515 0.118
H -4.207 -22.154 18.628 0.122
H -3.591 -20.748 17.739 0.124
H -5.429 -22.949 16.946 0.119
H -2.933 -23.308 16.810 0.121
H -2.864 -22.088 15.665 0.114
H -3.154 -23.509 14.162 0.112
H -4.866 -23.405 14.360 0.125
H -3.812 -25.679 13.335 0.085
H -5.236 -26.156 14.452 0.091
H -3.587 -26.922 14.497 0.082
C -13.484 -23.243 25.759 -0.116
O -13.992 -22.952 24.479 -0.223
C -14.881 -23.916 23.950 -0.198
C -15.446 -23.397 22.615 -0.206
N -15.982 -22.059 22.606 -0.074
C -15.964 -21.446 21.290 -0.228
C -16.427 -19.992 21.395 -0.210
O -16.613 -19.346 20.151 -0.168
C -15.508 -19.416 19.290 -0.137
H -13.169 -22.318 26.240 0.065
H -12.603 -23.888 25.668 0.093
H -14.215 -23.744 26.401 0.097
H -15.683 -24.017 24.692 0.123
H -14.374 -24.870 23.775 0.119
H -16.353 -23.992 22.454 0.119
H -14.684 -23.546 21.841 0.112
H -15.722 -21.393 23.314 0.101
H -16.443 -22.114 20.569 0.130
H -14.920 -21.435 20.930 0.092
H -15.723 -19.429 22.021 0.123
H -17.337 -19.981 21.998 0.123
H -15.851 -19.031 18.324 0.086
H -15.267 -20.449 19.021 0.081
H -14.625 -18.815 19.526 0.089
C -17.534 -27.900 20.614 -0.102
O -16.732 -28.964 21.121 -0.190
C -15.579 -29.164 20.320 -0.217
C -14.504 -29.865 21.191 -0.208
N -13.924 -28.893 22.094 -0.076
C -12.468 -28.761 22.110 -0.198
C -11.858 -28.220 20.801 -0.222
O -12.145 -26.866 20.613 -0.199
C -11.565 -25.899 21.446 -0.102
H -18.373 -27.771 21.293 0.086
H -17.842 -28.012 19.574 0.087
H -16.923 -26.996 20.723 0.079
H -15.083 -28.232 20.046 0.118
H -15.817 -29.848 19.502 0.122
H -13.760 -30.326 20.525 0.108
H -14.845 -30.765 21.715 0.113
H -14.325 -27.972 22.007 0.097
H -12.053 -29.705 22.471 0.118
H -12.282 -28.083 22.948 0.106
H -12.132 -28.789 19.915 0.116
H -10.767 -28.342 20.885 0.119
H -12.268 -25.144 21.807 0.071
H -10.888 -25.303 20.821 0.086
H -11.028 -26.426 22.238 0.087
C -14.110 -16.129 27.871 -0.067
O -12.975 -15.269 27.826 -0.217
C -12.733 -14.532 26.658 -0.208
C -12.177 -15.422 25.532 -0.194
N -10.747 -15.435 25.297 -0.079
C -9.884 -16.125 26.252 -0.181
C -9.632 -15.370 27.567 -0.229
O -8.521 -15.916 28.203 -0.190
C -8.220 -15.746 29.559 -0.105
H -14.140 -16.877 27.081 0.058
H -14.934 -15.424 27.986 0.076
H -14.049 -16.612 28.847 0.101
H -12.158 -13.632 26.874 0.124
H -13.685 -14.154 26.248 0.117
H -12.690 -15.156 24.601 0.119
H -12.511 -16.456 25.644 0.073
H -10.360 -14.551 25.002 0.113
H -8.954 -16.157 25.675 0.109
H -10.189 -17.162 26.384 0.120
H -10.570 -15.353 28.135 0.111
H -9.492 -14.313 27.301 0.122
H -8.167 -14.673 29.801 0.085
H -7.204 -16.080 29.757 0.086
H -9.017 -16.191 30.160 0.090
```

Results
Net charge: 0

---

Version B
Density functional theory data (ωB97M-V with the def2-TZVPD basis set) for 8 unconnected molecules or ions with the total composition C48H120N8O16.

The geometry in XYZ format:
```
192
Properties=species:S:1:pos:R:3:lowdin_charge:R:1
C -1.828 -1.918 19.422 -0.190
O -2.236 -1.530 18.176 -0.203
C -1.194 -0.561 17.585 -0.131
C -1.663 0.020 16.275 -0.223
N -1.660 -0.955 15.179 -0.070
C -2.604 -0.757 13.998 -0.149
C -3.059 -2.094 13.547 -0.224
O -2.452 -2.637 12.362 -0.197
C -3.019 -3.837 11.856 -0.125
H -0.898 -2.467 19.276 0.080
H -2.715 -2.503 19.668 0.098
H -1.521 -1.229 20.209 0.082
H -0.221 -1.038 17.465 0.122
H -1.229 0.212 18.353 0.115
H -0.900 0.670 15.849 0.112
H -2.573 0.620 16.273 0.111
H -1.625 -1.924 15.460 0.087
H -1.993 -0.320 13.208 0.119
H -3.480 -0.155 14.242 0.111
H -4.116 -2.037 13.291 0.114
H -2.963 -2.962 14.200 0.119
H -4.067 -3.745 11.572 0.082
H -2.922 -4.730 12.472 0.078
H -2.506 -4.172 10.954 0.083
C -4.923 6.760 15.499 -0.139
O -5.401 6.451 14.243 -0.174
C -5.692 5.064 14.120 -0.248
C -6.591 4.786 12.922 -0.179
N -6.212 5.690 11.749 -0.027
C -4.892 5.276 11.265 -0.255
C -4.468 5.603 9.886 -0.152
O -5.142 4.692 8.842 -0.234
C -4.277 4.176 7.888 -0.143
H -4.125 6.056 15.732 0.086
H -5.744 6.852 16.211 0.093
H -4.334 7.675 15.558 0.085
H -6.154 4.502 14.931 0.124
H -4.749 4.566 13.893 0.109
H -7.596 5.135 13.156 0.115
H -6.501 3.717 12.733 0.113
H -6.879 5.403 11.046 0.097
H -4.792 4.194 11.184 0.119
H -4.129 5.610 11.969 0.121
H -3.391 5.578 9.722 0.113
H -4.767 6.626 9.653 0.119
H -4.805 3.401 7.332 0.087
H -3.483 3.842 8.556 0.086
H -4.080 4.997 7.199 0.085
C 0.567 -0.041 -5.365 -0.137
O 0.852 -0.729 -4.145 -0.177
C 2.027 -0.200 -3.508 -0.232
C 2.396 -0.896 -2.184 -0.178
N 1.274 -0.653 -1.213 -0.066
C 1.583 -0.977 0.220 -0.189
C 0.250 -1.139 0.914 -0.243
O 0.381 -1.309 2.316 -0.182
C -0.811 -1.224 3.054 -0.116
H 0.111 0.929 -5.169 0.082
H -0.196 -0.492 -6.000 0.077
H 1.218 0.117 -6.225 0.082
H 1.965 0.886 -3.439 0.119
H 2.849 -0.536 -4.141 0.113
H 3.221 -0.334 -1.747 0.120
H 2.552 -1.910 -2.553 0.113
H 0.403 -1.000 -1.588 0.095
H 2.369 -0.350 0.642 0.118
H 2.011 -1.978 0.277 0.108
H -0.206 -2.003 0.430 0.121
H -0.412 -0.292 0.733 0.118
H -1.621 -0.709 2.538 0.083
H -0.563 -0.654 3.949 0.085
H -1.135 -2.215 3.372 0.084
C 1.508 -10.765 1.271 -0.111
O 1.115 -9.399 1.082 -0.197
C 2.034 -8.725 0.144 -0.185
C 1.711 -7.201 0.254 -0.233
N 0.366 -6.857 -0.047 -0.056
C 0.161 -6.744 -1.463 -0.230
C -1.131 -6.047 -1.868 -0.193
O -2.342 -6.868 -1.727 -0.228
C -3.571 -6.179 -1.321 -0.085
H 2.482 -10.903 1.741 0.083
H 1.418 -11.366 0.366 0.085
H 0.739 -11.030 1.997 0.087
H 1.999 -9.063 -0.892 0.109
H 3.096 -8.803 0.374 0.110
H 2.481 -6.629 -0.262 0.117
H 1.877 -6.915 1.292 0.112
H -0.210 -7.589 0.342 0.113
H 0.158 -7.760 -1.858 0.116
H 0.892 -6.235 -2.091 0.122
H -1.140 -5.653 -2.884 0.114
H -1.256 -5.210 -1.181 0.107
H -4.263 -6.985 -1.566 0.079
H -3.892 -5.325 -1.918 0.080
H -3.485 -6.060 -0.241 0.084
C 2.091 3.692 -14.820 -0.125
O 2.019 4.790 -13.960 -0.195
C 0.923 4.856 -13.064 -0.240
C -0.205 5.676 -13.646 -0.206
N -1.449 5.387 -12.883 -0.069
C -2.489 6.406 -13.294 -0.161
C -3.941 5.787 -13.047 -0.209
O -4.726 6.100 -14.183 -0.206
C -4.756 4.996 -15.144 -0.090
H 1.175 3.521 -15.385 0.082
H 2.387 2.748 -14.363 0.082
H 2.914 3.931 -15.494 0.089
H 1.314 5.266 -12.134 0.120
H 0.721 3.847 -12.704 0.118
H -0.284 5.533 -14.723 0.119
H 0.124 6.702 -13.481 0.115
H -1.412 5.159 -11.900 0.105
H -2.382 6.690 -14.341 0.107
H -2.351 7.352 -12.770 0.102
H -4.331 6.352 -12.201 0.106
H -3.963 4.722 -12.817 0.111
H -5.357 4.106 -14.958 0.080
H -3.776 4.793 -15.574 0.085
H -5.403 5.404 -15.921 0.079
C 10.544 1.611 -6.018 -0.118
O 10.259 2.928 -6.348 -0.183
C 9.157 3.005 -7.147 -0.271
C 8.730 4.492 -7.319 -0.173
N 7.676 4.934 -6.362 -0.063
C 6.268 4.332 -6.586 -0.155
C 5.217 5.143 -5.741 -0.226
O 5.263 4.671 -4.362 -0.191
C 4.124 5.268 -3.667 -0.099
H 11.623 1.675 -5.876 0.090
H 10.274 0.844 -6.745 0.092
H 10.134 1.474 -5.017 0.092
H 8.271 2.566 -6.689 0.102
H 9.343 2.384 -8.024 0.117
H 8.321 4.520 -8.328 0.106
H 9.558 5.179 -7.144 0.114
H 7.999 4.839 -5.410 0.099
H 6.267 3.268 -6.347 0.098
H 5.878 4.556 -7.578 0.106
H 4.267 4.997 -6.255 0.105
H 5.432 6.198 -5.909 0.115
H 3.167 4.902 -4.040 0.078
H 4.247 6.350 -3.713 0.086
H 4.038 4.909 -2.641 0.079
C 0.541 -5.235 14.974 -0.081
O 1.276 -4.243 14.201 -0.208
C 2.631 -4.636 14.057 -0.243
C 3.044 -4.138 12.656 -0.186
N 2.374 -5.021 11.638 -0.069
C 2.426 -4.388 10.331 -0.210
C 3.741 -3.776 9.865 -0.240
O 3.313 -2.897 8.844 -0.213
C 4.407 -2.269 8.020 -0.040
H 0.539 -6.174 14.420 0.086
H -0.455 -4.950 15.311 0.077
H 1.074 -5.365 15.917 0.078
H 2.925 -5.666 14.259 0.117
H 3.109 -4.175 14.922 0.115
H 4.102 -4.333 12.487 0.109
H 2.752 -3.088 12.621 0.123
H 1.434 -5.157 11.981 0.092
H 1.554 -3.736 10.363 0.122
H 2.124 -5.141 9.603 0.116
H 4.417 -4.527 9.457 0.117
H 4.369 -3.254 10.586 0.107
H 4.063 -1.771 7.114 0.078
H 4.995 -3.141 7.733 0.075
H 5.002 -1.539 8.569 0.076
C -3.972 0.947 -21.296 -0.151
O -2.781 1.114 -20.618 -0.180
C -2.856 0.441 -19.364 -0.223
C -1.484 0.591 -18.703 -0.222
N -1.294 -0.158 -17.436 -0.054
C -2.099 0.467 -16.295 -0.161
C -2.278 -0.685 -15.341 -0.193
O -1.000 -1.352 -14.961 -0.218
C -1.015 -2.473 -14.101 -0.117
H -3.815 1.582 -22.168 0.091
H -4.802 1.296 -20.682 0.085
H -4.231 -0.032 -21.698 0.086
H -2.868 -0.640 -19.505 0.129
H -3.605 0.914 -18.729 0.111
H -1.167 1.632 -18.641 0.111
H -0.792 0.156 -19.424 0.115
H -0.433 -0.670 -17.314 0.103
H -2.977 0.959 -16.714 0.108
H -1.526 1.235 -15.776 0.106
H -2.846 -1.471 -15.839 0.113
H -2.883 -0.371 -14.491 0.113
H -1.495 -2.240 -13.151 0.078
H -0.008 -2.864 -13.952 0.089
H -1.690 -3.199 -14.555 0.079
```

Results
Net charge: 0

---

Computed stability ranking, most favorable first: version A, version B